# 1
# C6H35NO12

A 12-piece molecular cluster, C6H35NO12 overall (ωB97M-V/def2-TZVPD, OMol25).

Calculated values
spin multiplicity: 1
HOMO: -10.4 eV
net charge: 0
LUMO energy: 0.0086 hartree
energy above the lowest of the compared OMol25 structures with the same formula, charge and spin: 212.7 kJ/mol
SMILES: CC(C)[C@@H](C)NC=O.O.O.O.O.O.O.O.O.O.O.O

Geometry (Å):
C -3.18 0.00 0.11
C -1.89 -0.81 -0.05
C -1.40 -1.40 1.29
C -0.82 0.06 -0.78
C 0.19 0.73 0.15
N -0.09 -0.80 -1.77
C 0.53 -0.23 -2.82
O 0.91 0.95 -2.81
H -4.03 -0.70 0.15
H -3.09 0.66 0.96
H -3.33 0.68 -0.74
H -1.99 -1.62 -0.77
H -1.66 -0.64 2.03
H -0.34 -1.57 1.29
H -1.83 -2.36 1.53
H -1.26 0.85 -1.41
H 0.38 0.24 1.11
H 1.21 0.76 -0.21
H -0.02 1.75 0.40
H -0.64 -1.63 -1.94
H 0.55 -0.85 -3.70
O -1.44 2.68 -3.61
H -1.83 3.12 -2.85
H -0.60 2.35 -3.28
O 2.07 -2.48 2.21
H 2.91 -2.96 2.20
H 2.20 -1.94 1.40
O 1.69 2.92 -1.16
H 2.01 3.51 -1.83
H 1.31 2.21 -1.73
O 2.76 -1.67 -0.28
H 3.41 -0.91 -0.22
H 1.99 -1.37 -0.80
O -1.11 3.74 -0.23
H -0.21 3.54 -0.57
H -1.26 4.62 -0.63
O 3.02 0.75 2.94
H 3.24 -0.15 3.21
H 2.83 1.18 3.79
O 1.32 2.15 4.67
H 1.25 3.06 4.37
H 0.69 1.73 4.10
O -1.98 -0.01 -3.65
H -2.11 -0.32 -4.54
H -1.80 0.95 -3.80
O -2.88 -4.12 -0.78
H -2.56 -4.26 0.12
H -3.79 -3.82 -0.71
O -0.22 -4.04 2.36
H -0.62 -3.87 3.21
H 0.56 -3.45 2.40
O 4.00 0.74 0.38
H 3.33 1.33 -0.02
H 3.64 0.70 1.30



# 2
# C4H10O2

One molecule with the formula C4H10O2 (ωB97M-V/def2-TZVPD, OMol25).

Calculated values
spin multiplicity: 1
HOMO: -10.3 eV
net charge: 0
LUMO energy: 0.0348 hartree
energy above the lowest of the compared OMol25 structures with the same formula, charge and spin: 102.1 kJ/mol
SMILES: OCCCCO

Geometry (Å):
O 0.38 1.84 1.95
C 0.93 1.00 0.96
C 0.26 -0.35 0.88
C 0.28 -1.01 -0.49
C -0.57 -0.26 -1.50
O -1.97 -0.42 -1.26
H -0.47 2.15 1.62
H 2.00 0.87 1.16
H 0.98 1.51 0.00
H -0.80 -0.24 1.12
H 0.67 -1.02 1.63
H 1.30 -1.06 -0.89
H -0.12 -2.01 -0.41
H -0.37 0.82 -1.43
H -0.40 -0.56 -2.54
H -2.11 -1.25 -0.78



# 3
# C5H35NO12S

A 12-piece molecular cluster, C5H35NO12S overall (ωB97M-V/def2-TZVPD, OMol25).

Calculated values
spin multiplicity: 1
HOMO: -8.9 eV
net charge: 0
LUMO energy: -0.0041 hartree
energy above the lowest of the compared OMol25 structures with the same formula, charge and spin: 369.4 kJ/mol
SMILES: C[C@@H](CCS)NCO.O.O.O.O.O.O.O.O.O.O.O

Geometry (Å):
C 2.83 0.04 1.89
C 2.01 -0.89 0.94
C 0.86 -1.52 1.71
C 1.31 -2.75 2.50
S -0.05 -4.07 2.85
N 1.35 -0.11 -0.13
C 2.07 -0.06 -1.35
O 2.33 1.23 -1.95
H 3.57 0.66 1.42
H 2.21 0.77 2.42
H 3.18 -0.75 2.57
H 2.77 -1.62 0.61
H 0.09 -1.88 1.01
H 0.33 -0.77 2.36
H 2.14 -3.28 2.04
H 1.57 -2.46 3.50
H -0.63 -4.14 1.62
H 0.82 0.69 0.12
H 1.53 -0.42 -2.30
H 3.01 -0.64 -1.33
H 3.18 1.52 -1.61
O -1.99 1.32 -2.71
H -1.10 1.51 -3.10
H -2.51 1.04 -3.49
O -1.09 -2.87 -2.69
H -0.98 -2.70 -3.64
H -1.77 -2.19 -2.54
O 1.46 -3.26 -2.16
H 1.83 -3.84 -1.47
H 1.11 -2.58 -1.57
O -0.76 1.33 1.57
H -1.56 1.26 2.10
H -0.73 2.08 0.98
O 0.42 1.67 -3.81
H 0.44 1.28 -4.71
H 1.33 1.62 -3.49
O -3.01 0.27 2.66
H -3.12 0.07 1.71
H -3.39 -0.57 2.95
O 0.76 2.93 3.72
H 1.06 3.15 2.84
H -0.04 2.40 3.75
O -3.49 2.80 -0.53
H -3.37 1.85 -0.35
H -2.56 2.86 -0.79
O -4.40 -0.80 -1.49
H -4.02 -0.18 -0.87
H -4.05 -1.68 -1.36
O -1.95 0.00 -0.31
H -1.21 0.10 0.31
H -1.75 0.49 -1.13
O 1.27 3.35 0.21
H 1.92 3.73 0.81
H 0.79 4.02 -0.29



# 4
# C6H13NO

One molecule with the formula C6H13NO (ωB97M-V/def2-TZVPD, OMol25).

Calculated values
spin multiplicity: 1
HOMO: -9.1 eV
net charge: 0
LUMO energy: 0.0360 hartree
energy above the lowest of the compared OMol25 structures with the same formula, charge and spin: 175.4 kJ/mol
SMILES: CCCNC(=O)CC

Geometry (Å):
C 0.99 2.02 -1.53
C 0.45 1.85 -0.11
C 1.33 0.77 0.63
N 1.28 -0.61 0.11
C 0.01 -1.27 -0.02
O -0.12 -1.65 -1.17
C -0.89 -1.60 1.14
C -2.22 -1.99 0.51
H 0.09 2.03 -2.22
H 1.49 3.04 -1.66
H 1.71 1.23 -1.93
H 0.41 2.75 0.53
H -0.62 1.60 -0.34
H 2.35 1.11 0.74
H 0.97 0.78 1.66
H 1.72 -0.59 -0.84
H -1.01 -0.73 1.77
H -0.36 -2.27 1.78
H -2.70 -1.10 -0.06
H -2.99 -2.49 1.24
H -1.89 -2.88 -0.23



Number 1: largest force on an atom 1.56 eV/A. Number 2: largest force on an atom 0.91 eV/A. Number 3: largest force on an atom 3.78 eV/A. Number 4: largest force on an atom 3.86 eV/A.